Computed, not measured: the molecule C2H7NS, with ωB97M-V/def2-TZVPD.

## Properties
molecular weight: 77.15 g mol⁻¹
LUMO energy: 0.0365 Ha
SMILES string: CSCN
E_HOMO: -8.43 eV
E: -533.28774 Ha
energy relative to the best compared isomer or geometry (same formula, charge and spin): 26.8 kcal per mole
orbital gap: 9.42 eV

Geometry as ORCA input:
```
! wB97M-V def2-TZVPD RIJCOSX def2/J DEFGRID3
* xyz 0 1
C -0.836 -0.554 1.285
S 0.874 -0.625 0.899
H -1.425 -1.051 0.564
H -1.069 -0.926 2.222
H -1.189 0.555 1.284
C 1.121 0.496 -0.579
N -0.177 0.529 -1.112
H 1.511 1.400 -0.082
H 1.899 0.040 -1.351
H -0.136 0.507 -2.118
H -0.572 -0.372 -1.012
*
```

The net atomic charges from Mulliken, expressed in e, are: atom 1 (C): -0.9125, atom 2 (S): -0.1328, atom 3 (H): 0.3105, atom 4 (H): 0.3419, atom 5 (H): 0.2937, atom 6 (C): -0.2539, atom 7 (N): -0.5961, atom 8 (H): 0.2687, atom 9 (H): 0.2595, atom 10 (H): 0.2611, atom 11 (H): 0.1600

=====

Computed, not measured: a structure of composition C72H80N5P2PbS3Si, with ωB97M-V/def2-TZVPD.

## Properties
molecular weight: 1408.90 g mol⁻¹
LUMO energy: 0.0612 Ha
E_HOMO: -2.37 eV
E: -5425.03104 Ha
energy relative to the best compared isomer or geometry (same formula, charge and spin): 0.0 kcal per mole
orbital gap: 4.04 eV

Geometry as ORCA input:
```
! wB97M-V def2-TZVPD RIJCOSX def2/J DEFGRID3
* xyz -1 1
Pb 0.005 0.217 -0.231
C -0.460 4.373 7.530
S -1.250 5.717 6.614
C 0.021 6.088 5.365
C -0.159 5.361 4.039
C 0.025 3.857 4.197
N 0.024 3.114 2.928
P -1.304 2.174 2.367
C -1.663 1.052 3.775
C -0.674 0.700 4.689
C -0.917 -0.254 5.670
C -2.152 -0.882 5.736
C -3.139 -0.555 4.813
C -2.897 0.401 3.839
C -2.805 3.231 2.398
C -3.344 3.872 3.518
C -4.530 4.581 3.419
C -5.212 4.641 2.206
C -4.712 3.975 1.100
C -3.518 3.267 1.201
P 1.448 2.597 2.085
C 1.786 3.918 0.870
C 2.962 3.811 0.124
C 3.238 4.717 -0.885
C 2.335 5.735 -1.171
C 1.156 5.834 -0.451
C 0.878 4.922 0.564
C 2.782 2.899 3.316
C 3.172 1.829 4.119
C 4.162 1.979 5.084
C 4.783 3.208 5.249
C 4.410 4.282 4.449
C 3.418 4.129 3.492
H -1.037 4.233 8.442
H 0.559 4.649 7.799
H -0.453 3.439 6.970
H 0.990 5.847 5.810
H -0.015 7.168 5.219
H 0.581 5.735 3.324
H -1.146 5.577 3.625
H -0.753 3.439 4.837
H 0.972 3.695 4.716
H 0.302 1.172 4.632
H -0.137 -0.513 6.376
H -2.340 -1.638 6.488
H -4.099 -1.057 4.844
H -3.667 0.633 3.112
H -2.853 3.816 4.481
H -4.931 5.074 4.297
H -6.137 5.199 2.133
H -5.244 3.999 0.158
H -3.136 2.722 0.343
H 3.661 3.004 0.323
H 4.148 4.614 -1.464
H 2.544 6.436 -1.969
H 0.438 6.607 -0.690
H -0.050 4.991 1.122
H 2.699 0.862 3.989
H 4.450 1.134 5.696
H 5.561 3.328 5.993
H 4.897 5.243 4.568
H 3.137 4.972 2.871
S -1.383 -2.775 2.056
C -1.248 -3.997 0.963
N -0.909 -5.258 1.301
C -0.974 -6.349 0.339
C -0.454 -5.878 -0.979
N -1.209 -4.708 -1.398
C -1.319 -4.547 -2.854
C -2.505 -5.321 -3.378
C -2.377 -6.626 -3.843
C -3.480 -7.324 -4.322
C -4.727 -6.716 -4.348
C -4.864 -5.410 -3.893
C -3.763 -4.718 -3.411
C -1.478 -3.716 -0.536
S -2.032 -2.242 -1.018
C -0.802 -5.704 2.683
C 0.594 -6.183 2.999
C 0.804 -7.373 3.683
C 2.093 -7.791 3.996
C 3.183 -7.019 3.621
C 2.979 -5.832 2.923
C 1.693 -5.421 2.612
H -2.006 -6.707 0.240
H -0.357 -7.169 0.709
H -0.586 -6.660 -1.723
H 0.612 -5.639 -0.920
H -0.382 -4.862 -3.312
H -1.403 -3.494 -3.080
H -1.398 -7.094 -3.858
H -3.361 -8.337 -4.686
H -5.585 -7.252 -4.734
H -5.833 -4.925 -3.922
H -3.864 -3.698 -3.055
H -1.522 -6.511 2.847
H -1.072 -4.866 3.321
H -0.047 -7.981 3.974
H 2.244 -8.726 4.522
H 4.187 -7.341 3.865
H 3.823 -5.227 2.618
H 1.534 -4.504 2.053
C 2.159 -1.500 2.305
N 2.312 -1.264 0.888
C 2.442 -2.499 0.139
C 3.397 -0.337 0.604
C 3.264 0.395 -0.718
C 4.445 0.814 -1.332
C 4.419 1.568 -2.496
C 3.190 1.896 -3.060
C 2.021 1.465 -2.447
C 2.026 0.706 -1.274
H 3.041 -1.997 2.754
H 1.279 -2.119 2.487
H 1.995 -0.549 2.816
H 3.328 -3.080 0.458
H 2.522 -2.275 -0.926
H 1.550 -3.118 0.283
H 4.373 -0.853 0.623
H 3.418 0.393 1.423
H 5.401 0.541 -0.892
H 5.345 1.888 -2.960
H 3.143 2.476 -3.976
H 1.071 1.732 -2.902
N -0.921 1.777 -1.511
C -1.642 2.190 -2.449
C -1.879 3.664 -2.693
C -1.850 4.555 -1.627
C -2.074 5.910 -1.823
C -2.293 6.401 -3.105
C -2.279 5.525 -4.183
C -2.083 4.166 -3.976
C -2.299 1.239 -3.437
C -3.618 1.406 -3.855
C -4.218 0.473 -4.692
C -3.493 -0.621 -5.146
C -2.172 -0.785 -4.747
C -1.586 0.131 -3.888
H -1.631 4.159 -0.643
H -2.075 6.585 -0.975
H -2.464 7.459 -3.263
H -2.429 5.901 -5.188
H -2.082 3.487 -4.821
H -4.183 2.266 -3.513
H -5.249 0.607 -4.998
H -3.954 -1.342 -5.812
H -1.591 -1.629 -5.101
H -0.559 -0.007 -3.566
C 2.837 -4.980 -2.971
Si 2.615 -3.295 -3.836
C 4.309 -2.467 -3.569
C 2.576 -3.623 -5.701
C 1.136 -2.466 -3.329
H 3.586 -5.595 -3.485
H 1.897 -5.542 -2.952
H 3.174 -4.854 -1.934
H 5.157 -3.046 -3.964
H 4.486 -2.294 -2.501
H 4.305 -1.483 -4.050
H 3.382 -4.290 -6.031
H 2.682 -2.678 -6.247
H 1.618 -4.065 -5.985
H 0.804 -2.395 -2.289
H 0.722 -1.682 -3.968
*
```

Atom charges from the Mulliken analysis, given in e for atoms 1 to 99: atom 1 (Pb): 2.0948, atom 2 (C): -0.5243, atom 3 (S): -0.1229, atom 4 (C): -1.1782, atom 5 (C): -0.4860, atom 6 (C): -0.2953, atom 7 (N): 0.2222, atom 8 (P): 0.2118, atom 9 (C): 0.7233, atom 10 (C): -0.1164, atom 11 (C): -0.7959, atom 12 (C): -0.6326, atom 13 (C): -0.5944, atom 14 (C): -1.0698, atom 15 (C): 0.3734, atom 16 (C): -0.3332, atom 17 (C): -0.7008, atom 18 (C): -0.7172, atom 19 (C): -0.2008, atom 20 (C): -0.7122, atom 21 (P): 0.8803, atom 22 (C): 0.6589, atom 23 (C): -0.6126, atom 24 (C): -0.6805, atom 25 (C): -0.9476, atom 26 (C): -0.8548, atom 27 (C): -0.6295, atom 28 (C): 0.1496, atom 29 (C): 0.2391, atom 30 (C): -1.1096, atom 31 (C): -0.6077, atom 32 (C): -0.8341, atom 33 (C): -0.3298, atom 34 (H): 0.3794, atom 35 (H): 0.2630, atom 36 (H): -0.0145, atom 37 (H): 0.3600, atom 38 (H): 0.5081, atom 39 (H): 0.1421, atom 40 (H): 0.2820, atom 41 (H): 0.0430, atom 42 (H): 0.6112, atom 43 (H): 0.0972, atom 44 (H): 0.4326, atom 45 (H): 0.3843, atom 46 (H): 0.4186, atom 47 (H): 0.3962, atom 48 (H): 0.3816, atom 49 (H): 0.4583, atom 50 (H): 0.3713, atom 51 (H): 0.4801, atom 52 (H): 0.2153, atom 53 (H): 0.4788, atom 54 (H): 0.4096, atom 55 (H): 0.3730, atom 56 (H): 0.4087, atom 57 (H): 0.5821, atom 58 (H): 0.2044, atom 59 (H): 0.4833, atom 60 (H): 0.3888, atom 61 (H): 0.4373, atom 62 (H): 0.4659, atom 63 (S): 0.0645, atom 64 (C): -0.5121, atom 65 (N): 0.5949, atom 66 (C): -1.0397, atom 67 (C): -0.4624, atom 68 (N): 0.4761, atom 69 (C): -1.4262, atom 70 (C): 0.2088, atom 71 (C): 0.0680, atom 72 (C): -0.8569, atom 73 (C): -0.3866, atom 74 (C): -0.7861, atom 75 (C): -0.1586, atom 76 (C): 0.3455, atom 77 (S): -0.0271, atom 78 (C): -1.6757, atom 79 (C): 0.3839, atom 80 (C): -0.4262, atom 81 (C): -0.5817, atom 82 (C): -0.5087, atom 83 (C): -0.5271, atom 84 (C): 0.3430, atom 85 (H): 0.2138, atom 86 (H): 0.5051, atom 87 (H): 0.4180, atom 88 (H): 0.1952, atom 89 (H): 0.2068, atom 90 (H): 0.5524, atom 91 (H): 0.3992, atom 92 (H): 0.3815, atom 93 (H): 0.3816, atom 94 (H): 0.4079, atom 95 (H): 0.4402, atom 96 (H): 0.3887, atom 97 (H): 0.4697, atom 98 (H): 0.3467, atom 99 (H): 0.3657

=====

Computed, not measured: a structure of composition C34H23N8O4RhS, with ωB97M-V/def2-TZVPD.

## Properties
molecular weight: 742.58 g mol⁻¹
LUMO energy (alpha / beta): -0.0152 / -0.0664 Ha
E_HOMO (alpha / beta): -5.95 / -8.60 eV
E: -2556.97515 Ha
energy relative to the best compared isomer or geometry (same formula, charge and spin): 59.7 kcal per mole
orbital gap (alpha / beta): 5.54 / 6.79 eV

Geometry as ORCA input:
```
! wB97M-V def2-TZVPD RIJCOSX def2/J DEFGRID3
* xyz 0 5
Rh -0.457 -1.894 0.373
N -4.107 -0.511 2.170
C -4.715 -0.356 0.933
C -5.934 0.193 0.548
C -6.206 0.193 -0.805
C -5.304 -0.340 -1.744
C -4.098 -0.882 -1.357
C -3.807 -0.878 0.007
N -2.674 -1.308 0.672
C -2.892 -1.068 1.946
C -1.822 -1.349 2.906
C -1.775 -1.409 4.294
S -0.216 -1.855 4.852
C 0.459 -1.747 3.143
N -0.687 -1.625 2.309
H -4.439 -0.157 3.050
H -6.629 0.609 1.265
H -7.136 0.620 -1.157
H -5.561 -0.305 -2.794
H -3.387 -1.281 -2.069
H -2.591 -1.252 4.980
H 1.013 -0.801 3.089
C 3.686 -3.431 2.397
C 3.586 -3.475 0.987
C 2.404 -3.046 0.341
C 1.290 -2.655 1.024
C 1.273 -2.894 2.541
C 2.617 -3.106 3.161
H 4.636 -3.649 2.868
H 4.444 -3.761 0.395
H 2.426 -2.997 -0.740
H 0.663 -3.803 2.710
H 2.696 -3.077 4.242
N -0.647 -2.519 -1.695
C 0.323 -1.831 -1.639
N 8.210 4.393 -1.015
C 7.360 3.654 -1.246
C 6.301 2.731 -1.534
C 6.138 2.229 -2.826
C 5.123 1.342 -3.110
C 4.245 0.931 -2.099
C 4.409 1.432 -0.802
C 5.426 2.323 -0.529
N 3.214 0.041 -2.360
C 3.028 -0.703 -3.525
C 1.930 -1.450 -3.403
N 1.376 -1.187 -2.133
C 2.225 -0.302 -1.443
H 6.811 2.546 -3.611
H 5.009 0.986 -4.123
H 3.755 1.109 -0.005
H 5.550 2.705 0.475
H 3.707 -0.653 -4.354
H 1.471 -2.147 -4.079
H 1.838 0.329 -0.661
O -0.291 1.214 2.305
C -0.615 1.111 1.121
O -0.059 0.373 0.236
C -1.800 1.932 0.636
C -2.490 2.747 1.527
C -3.623 3.440 1.125
C -4.087 3.319 -0.176
C -3.380 2.510 -1.049
C -2.242 1.822 -0.673
N -3.879 2.352 -2.426
O -3.203 1.711 -3.204
O -4.929 2.895 -2.712
H -2.114 2.821 2.540
H -4.152 4.075 1.824
H -4.974 3.830 -0.519
H -1.720 1.186 -1.372
*
```

The net atomic charges from Mulliken, expressed in e, are: atom 1 (Rh): -0.5605, atom 2 (N): 0.0752, atom 3 (C): 0.5331, atom 4 (C): -1.1284, atom 5 (C): -0.4054, atom 6 (C): -0.7799, atom 7 (C): -0.5341, atom 8 (C): 0.3654, atom 9 (N): 0.0566, atom 10 (C): 0.4722, atom 11 (C): -0.6044, atom 12 (C): -0.3350, atom 13 (S): -0.1874, atom 14 (C): -1.0144, atom 15 (N): 0.1814, atom 16 (H): 0.2733, atom 17 (H): 0.4293, atom 18 (H): 0.4081, atom 19 (H): 0.4181, atom 20 (H): 0.5182, atom 21 (H): 0.4093, atom 22 (H): 0.5516, atom 23 (C): -0.4214, atom 24 (C): -0.9397, atom 25 (C): 0.0872, atom 26 (C): 0.1325, atom 27 (C): 1.4088, atom 28 (C): -1.0243, atom 29 (H): 0.3959, atom 30 (H): 0.4039, atom 31 (H): 0.3957, atom 32 (H): 0.2006, atom 33 (H): 0.3998, atom 34 (N): -0.7970, atom 35 (C): 1.2328, atom 36 (N): -0.5265, atom 37 (C): 0.0917, atom 38 (C): 0.3861, atom 39 (C): -1.0427, atom 40 (C): -0.6090, atom 41 (C): 1.4671, atom 42 (C): -0.3010, atom 43 (C): -1.0385, atom 44 (N): 0.3719, atom 45 (C): -0.2625, atom 46 (C): -0.8012, atom 47 (N): 0.2448, atom 48 (C): -0.8896, atom 49 (H): 0.4297, atom 50 (H): 0.2780, atom 51 (H): 0.5624, atom 52 (H): 0.4251, atom 53 (H): 0.3692, atom 54 (H): 0.5230, atom 55 (H): 0.2940, atom 56 (O): -0.7620, atom 57 (C): 0.0180, atom 58 (O): -0.1256, atom 59 (C): 0.3539, atom 60 (C): -0.7007, atom 61 (C): -0.6819, atom 62 (C): -0.5065, atom 63 (C): -0.4167, atom 64 (C): 0.1097, atom 65 (N): 1.2335, atom 66 (O): -0.6238, atom 67 (O): -0.6623, atom 68 (H): 0.5297, atom 69 (H): 0.4067, atom 70 (H): 0.5181, atom 71 (H): 0.7203

=====

Computed, not measured: a structure of composition C21H35Ag2CuNO16S, with ωB97M-V/def2-TZVPD.

## Properties
molecular weight: 868.85 g mol⁻¹
LUMO energy (alpha / beta): -0.3903 / -0.4878 Ha
E_HOMO (alpha / beta): -15.64 / -15.64 eV
E: -4410.84304 Ha
orbital gap (alpha / beta): 5.02 / 2.37 eV

Geometry as ORCA input:
```
! wB97M-V def2-TZVPD RIJCOSX def2/J DEFGRID3
* xyz 3 3
Ag -4.133 1.063 2.316
Ag -0.904 2.062 3.524
Cu 3.076 2.663 3.641
O -1.937 1.234 1.437
C -0.871 1.066 0.500
C 0.583 1.074 1.062
O 0.967 1.916 2.242
H -0.880 1.854 -0.252
H -1.168 0.183 -0.066
H 1.170 1.188 0.150
H 0.802 0.011 1.170
C 2.632 0.656 -2.464
N 2.586 -0.829 -2.792
O 1.780 -1.600 -2.321
O 3.479 -1.276 -3.530
H 2.967 0.783 -1.434
H 1.659 1.062 -2.739
H 3.332 1.137 -3.147
O -5.321 2.325 -5.254
C -4.644 2.644 -4.298
O -4.452 3.920 -3.840
C -3.514 4.040 -2.771
C -2.794 2.680 -2.837
C -3.835 1.675 -3.374
H -3.999 4.181 -1.805
H -2.777 4.791 -3.055
H -2.418 2.397 -1.854
H -1.981 2.539 -3.550
H -4.436 1.338 -2.529
H -3.453 0.892 -4.028
O -1.024 -3.620 0.219
C -1.774 -2.920 -0.482
O -1.436 -2.525 -1.732
C -2.391 -1.552 -2.250
C -3.521 -1.662 -1.223
C -2.967 -2.249 0.008
H -2.782 -1.822 -3.231
H -1.891 -0.586 -2.320
H -4.332 -2.218 -1.693
H -3.815 -0.658 -0.917
H -3.601 -2.955 0.543
H -2.642 -1.460 0.686
O -0.383 -0.202 4.403
C 0.316 -1.253 4.615
O 0.695 -1.579 5.892
C 1.446 -2.762 5.981
C 1.129 -3.463 4.679
C 0.601 -2.410 3.741
H 1.096 -3.448 6.753
H 2.452 -2.438 6.246
H 0.345 -4.134 5.028
H 1.948 -4.061 4.280
H -0.300 -2.738 3.222
H 1.430 -2.180 3.071
O 5.018 -4.507 3.015
C 4.216 -4.206 2.214
O 4.304 -3.094 1.575
C 3.328 -2.972 0.546
C 2.362 -4.024 0.936
C 3.186 -5.049 1.557
H 3.848 -3.194 -0.386
H 2.826 -2.005 0.538
H 1.950 -4.273 -0.042
H 1.653 -3.565 1.625
H 3.683 -5.592 0.753
H 2.716 -5.725 2.272
C -0.175 5.278 -1.539
C 0.743 4.261 -0.777
O 2.055 4.550 -1.210
S 2.155 5.550 -2.544
O 2.831 4.944 -3.731
O 2.486 6.899 -2.047
O 0.528 5.515 -2.734
H -0.242 6.225 -1.002
H -1.057 4.674 -1.751
H 0.648 3.259 -1.197
H 0.825 4.277 0.310
*
```

The net atomic charges from Mulliken, expressed in e, are: atom 1 (Ag): 0.8714, atom 2 (Ag): 0.5982, atom 3 (Cu): 0.8718, atom 4 (O): -0.2894, atom 5 (C): 1.3617, atom 6 (C): 0.0228, atom 7 (O): -0.7527, atom 8 (H): -0.8023, atom 9 (H): -0.3959, atom 10 (H): 0.1133, atom 11 (H): 0.2760, atom 12 (C): -0.6571, atom 13 (N): 0.8711, atom 14 (O): -0.5065, atom 15 (O): -0.4810, atom 16 (H): 0.2555, atom 17 (H): 0.1697, atom 18 (H): 0.3671, atom 19 (O): -0.5021, atom 20 (C): 0.2957, atom 21 (O): -0.3493, atom 22 (C): -0.4139, atom 23 (C): 0.2919, atom 24 (C): -0.3437, atom 25 (H): 0.3120, atom 26 (H): 0.3826, atom 27 (H): -0.3874, atom 28 (H): 0.2905, atom 29 (H): 0.1768, atom 30 (H): 0.3093, atom 31 (O): -0.6177, atom 32 (C): 0.3537, atom 33 (O): -0.3720, atom 34 (C): -0.1474, atom 35 (C): -0.1724, atom 36 (C): -0.0877, atom 37 (H): 0.4247, atom 38 (H): 0.0150, atom 39 (H): 0.4100, atom 40 (H): -0.0471, atom 41 (H): 0.5002, atom 42 (H): -0.1923, atom 43 (O): -0.5251, atom 44 (C): 0.0951, atom 45 (O): -0.3175, atom 46 (C): -0.4721, atom 47 (C): -0.3320, atom 48 (C): 0.4874, atom 49 (H): 0.2966, atom 50 (H): 0.2893, atom 51 (H): 0.2810, atom 52 (H): 0.0742, atom 53 (H): 0.3191, atom 54 (H): -0.1515, atom 55 (O): -0.0901, atom 56 (C): 0.4966, atom 57 (O): -0.2945, atom 58 (C): -0.2393, atom 59 (C): 0.3328, atom 60 (C): -0.3948, atom 61 (H): 0.3943, atom 62 (H): 0.0709, atom 63 (H): 0.4140, atom 64 (H): -0.4481, atom 65 (H): 0.3498, atom 66 (H): 0.4050, atom 67 (C): 0.5102, atom 68 (C): 0.3606, atom 69 (O): -0.3895, atom 70 (S): 1.0602, atom 71 (O): -0.4864, atom 72 (O): -0.5087, atom 73 (O): -0.3012, atom 74 (H): 0.3516, atom 75 (H): -0.4545, atom 76 (H): -0.4483, atom 77 (H): 0.2419